Entry 1:
20
Properties=species:S:1:pos:R:3 method="wB97M-V/def2-TZVPD" total_charge=0 spin_multiplicity=1 homo_lumo_gap_ev=10.0 lumo_ev=0.7
C -0.886 1.344 -0.659
C 0.367 0.900 -0.821
C 0.426 -0.700 -0.956
C 1.665 -1.186 -0.059
N 1.692 -2.723 0.180
H -1.962 0.997 -0.587
H -0.994 2.426 -0.943
H 1.276 1.590 -0.943
H -0.617 -0.936 -0.655
H 0.456 -1.031 -2.021
H 1.684 -0.738 0.880
H 2.595 -0.942 -0.497
H 1.626 -3.275 -0.703
H 2.592 -2.908 0.635
O 1.715 3.066 1.843
H 1.602 2.584 1.015
H 1.538 2.380 2.529
O -4.680 -0.207 0.899
H -5.465 -0.701 0.937
H -4.630 0.059 -0.074

***

Entry 2:
20
Properties=species:S:1:pos:R:3 method="wB97M-V/def2-TZVPD" total_charge=0 spin_multiplicity=1 homo_lumo_gap_ev=9.3 lumo_ev=0.7
C -2.089 -0.866 1.763
C -0.774 -0.847 1.600
N -0.003 0.137 0.966
C 1.347 -0.161 0.430
C 1.729 -1.664 0.303
H -2.591 -1.301 2.619
H -2.741 -0.218 1.167
H -0.211 -1.734 1.921
H 0.281 0.895 1.568
H 2.155 0.193 1.092
H 1.573 0.361 -0.500
H 2.725 -1.838 -0.084
H 0.976 -2.115 -0.353
H 1.631 -2.116 1.287
O -0.601 -0.448 -1.981
H -0.652 -1.267 -2.468
H -1.399 -0.314 -1.476
O 0.308 3.345 -2.023
H 0.035 2.620 -1.434
H -0.508 3.734 -2.370

***

Entry 3:
20
Properties=species:S:1:pos:R:3 method="wB97M-V/def2-TZVPD" total_charge=0 spin_multiplicity=1 homo_lumo_gap_ev=9.5 lumo_ev=0.7
C 0.097 2.171 -0.552
N 0.685 1.359 0.575
C 1.119 0.033 0.137
C 0.747 -1.256 0.808
C -0.738 -1.550 0.944
O -1.463 -0.895 1.971
H -0.078 3.210 -0.172
H 0.857 2.378 -1.275
H -0.797 1.665 -0.876
H 0.235 1.409 1.354
H 0.871 -0.182 -0.930
H 2.282 0.163 0.103
H 1.276 -2.091 0.363
H 0.969 -0.927 1.813
H -0.840 -2.551 1.327
H -1.349 -1.557 0.014
H -1.399 0.033 2.058
O -0.671 -0.203 -2.816
H -1.545 -0.743 -2.995
H -0.258 -0.467 -1.850

***

Entry 4:
20
Properties=species:S:1:pos:R:3 method="wB97M-V/def2-TZVPD" total_charge=0 spin_multiplicity=1 homo_lumo_gap_ev=9.7 lumo_ev=0.9
C 1.912 -2.006 -1.305
C 2.229 -0.899 -0.192
N 1.602 0.444 -0.343
C 0.097 0.455 -0.246
C -0.499 -0.404 0.903
O -1.947 -0.382 0.815
H 2.253 -1.730 -2.412
H 0.860 -2.135 -1.475
H 2.540 -2.901 -0.951
H 3.238 -0.576 -0.334
H 2.048 -1.323 0.870
H 1.790 1.073 0.363
H -0.354 0.154 -1.166
H -0.183 1.493 -0.301
H -0.197 -1.439 0.558
H -0.019 -0.071 1.830
H -2.324 -1.157 1.220
O -4.193 3.468 0.722
H -4.954 3.791 1.357
H -3.900 4.145 0.086

***

Entry 5:
20
Properties=species:S:1:pos:R:3 method="wB97M-V/def2-TZVPD" total_charge=0 spin_multiplicity=1 homo_lumo_gap_ev=9.8 lumo_ev=0.8
N -0.830 -1.480 -1.521
C -0.651 -1.170 -0.021
C 0.732 -0.529 0.499
C 0.703 0.986 0.866
C -0.369 1.463 1.815
O -1.679 1.778 1.400
H -1.443 -0.704 -2.016
H 0.002 -1.754 -1.962
H -1.313 -0.563 0.479
H -0.791 -2.170 0.290
H 1.517 -0.905 -0.140
H 1.140 -0.877 1.407
H 0.755 1.579 -0.101
H 1.635 1.400 1.295
H -0.060 2.370 2.263
H -0.664 0.679 2.564
H -2.021 1.101 0.762
O 1.156 -0.118 -2.634
H 0.516 -0.582 -3.218
H 1.666 -0.505 -2.027

***

Entry 6:
20
Properties=species:S:1:pos:R:3 method="wB97M-V/def2-TZVPD" total_charge=0 spin_multiplicity=1 homo_lumo_gap_ev=9.8 lumo_ev=0.7
C 2.276 -0.412 0.183
C 1.201 0.223 -0.273
C -0.180 0.302 0.268
C -1.032 1.355 -0.499
N -0.786 2.720 -0.143
H 2.209 -1.094 1.010
H 3.250 -0.036 -0.109
H 1.273 0.804 -1.204
H -0.683 -0.662 0.411
H -0.135 0.580 1.339
H -2.079 1.138 -0.259
H -1.062 1.176 -1.577
H -0.963 2.858 0.848
H 0.155 3.063 -0.259
O -1.392 -1.746 -2.162
H -0.435 -1.682 -2.310
H -1.711 -2.302 -2.895
O 0.334 -1.877 2.657
H 0.323 -2.824 2.467
H -0.561 -1.582 2.507

***

Entry 7:
20
Properties=species:S:1:pos:R:3 method="wB97M-V/def2-TZVPD" total_charge=0 spin_multiplicity=1 homo_lumo_gap_ev=3.8 lumo_ev=-4.3
C -1.305 1.343 0.468
C -0.571 0.321 0.918
C 0.671 0.306 1.668
N 2.379 1.300 0.047
C 2.179 0.629 -1.236
O -0.417 -1.997 -0.974
H 1.169 0.256 -0.953
H -2.330 1.092 0.168
H -1.021 2.403 0.403
H -1.096 -0.622 0.975
H 1.541 0.982 1.138
H 0.461 0.491 2.709
H 1.169 -0.635 1.449
H 3.234 1.800 0.116
H 2.008 1.288 -2.100
H 2.779 -0.250 -1.431
H -0.571 -2.832 -1.380
H -3.406 -1.803 -0.507
H -1.349 -1.587 -0.766
O -2.719 -1.163 -0.408

***

Entry 8:
20
Properties=species:S:1:pos:R:3 method="wB97M-V/def2-TZVPD" total_charge=0 spin_multiplicity=1 homo_lumo_gap_ev=8.4 lumo_ev=0.7
C -0.507 0.711 0.972
C -0.386 -0.672 0.412
C 0.402 -1.768 1.097
C -1.380 -1.115 -0.379
N -2.607 -0.512 -0.648
H -1.411 0.782 1.601
H -0.712 1.443 0.156
H 0.424 1.016 1.418
H 1.429 -1.458 1.338
H 0.411 -2.550 0.335
H 0.022 -2.231 2.010
H -1.254 -2.047 -0.941
H -3.331 -1.073 -1.058
H -2.631 0.468 -0.883
O 1.750 3.242 -0.407
H 2.507 3.264 -1.001
H 1.902 3.795 0.341
O 1.734 -0.542 -1.752
H 1.027 -0.117 -1.259
H 2.614 -0.634 -1.350

***

Entry 9:
20
Properties=species:S:1:pos:R:3 method="wB97M-V/def2-TZVPD" total_charge=0 spin_multiplicity=1 homo_lumo_gap_ev=9.8 lumo_ev=0.8
C 0.755 2.759 -0.124
C 0.289 1.312 -0.002
C -0.487 0.684 -0.871
N -0.657 -0.752 -0.895
C -2.085 -1.057 -1.029
H 1.828 2.890 -0.104
H 0.229 3.295 0.678
H 0.288 3.238 -0.990
H 0.710 0.823 0.870
H -1.119 1.334 -1.484
H -0.098 -0.991 -1.702
H -2.568 -0.639 -0.150
H -2.305 -2.123 -0.950
H -2.494 -0.633 -1.954
O 0.053 -2.308 1.385
H 0.710 -3.000 1.322
H -0.084 -2.022 0.469
O 2.363 -0.547 1.720
H 1.652 -1.199 1.604
H 3.019 -1.063 2.207

***

Entry 10:
20
Properties=species:S:1:pos:R:3 method="wB97M-V/def2-TZVPD" total_charge=0 spin_multiplicity=1 homo_lumo_gap_ev=8.5 lumo_ev=0.6
C -1.351 -1.226 -1.484
C -1.429 -0.985 -0.172
N -0.419 -0.354 0.548
C -0.212 -0.683 1.933
C -0.746 0.394 2.887
H -2.141 -1.811 -1.935
H -0.463 -0.909 -2.018
H -2.325 -1.138 0.414
H 0.136 0.314 0.040
H 0.820 -0.780 2.271
H -0.660 -1.661 2.104
H -0.832 -0.068 3.881
H -1.797 0.668 2.747
H -0.129 1.285 2.891
O 2.797 -0.304 -2.184
H 3.132 -0.304 -1.283
H 1.882 -0.020 -2.090
O 0.579 2.395 -1.080
H 0.062 1.891 -1.710
H 0.736 3.296 -1.366